(1)
{"formula": "C20H39N2O2P2SiYb", "method": "the ωB97M-V functional and the def2-TZVPD basis", "s2": 0.76, "spin_multiplicity": 2, "elements": ["C", "C", "N", "C", "C", "C", "C", "P", "Yb", "P", "C", "O", "O", "H", "H", "H", "C", "C", "H", "H", "H", "H", "C", "C", "H", "H", "H", "H", "H", "H", "H", "H", "H", "H", "H", "H", "H", "H", "H", "H", "H", "H", "C", "Si", "C", "C", "N", "C", "C", "C", "C", "C", "C", "H", "H", "H", "H", "H", "H", "H", "H", "H", "H", "H", "H", "H", "H"], "coordinates": [[-0.967, 1.122, -4.613], [-1.044, 0.636, -3.307], [-0.245, 1.124, -2.314], [0.522, 2.199, -2.583], [0.586, 2.733, -3.865], [-0.139, 2.187, -4.905], [-2.029, -0.494, -3.051], [-2.902, -0.521, -1.389], [-0.364, -0.666, -0.343], [2.080, 1.879, -0.181], [1.377, 2.861, -1.524], [-0.829, -2.836, -3.477], [-0.511, -2.859, -1.010], [-1.556, 0.626, -5.369], [1.252, 3.563, -4.035], [-0.077, 2.583, -5.910], [-4.361, 0.480, -1.687], [-3.565, -2.219, -1.394], [2.229, 3.320, -2.033], [0.823, 3.696, -1.066], [-1.493, -1.582, -3.332], [-2.895, -0.388, -3.735], [2.550, 2.975, 1.162], [3.557, 1.064, -0.761], [1.273, -1.695, -1.513], [0.108, -3.460, -0.561], [-0.468, -2.982, -2.431], [-0.123, -2.801, -4.144], [1.146, 1.031, 0.480], [1.659, -1.075, -1.553], [-5.012, -0.038, -2.388], [-4.878, 0.628, -0.738], [-4.064, 1.456, -2.090], [-4.286, -2.314, -2.216], [-2.744, -2.942, -1.485], [-4.081, -2.374, -0.438], [4.355, 1.824, -0.862], [3.871, 0.279, -0.047], [3.344, 0.620, -1.756], [3.482, 3.500, 0.920], [1.763, 3.712, 1.352], [2.726, 2.387, 2.069], [-2.649, 0.156, 1.950], [-1.139, -0.150, 3.067], [-0.713, 1.420, 3.974], [-1.644, -1.455, 4.333], [0.158, -0.659, 2.019], [1.370, -1.124, 2.430], [2.299, -1.610, 1.451], [3.606, -1.944, 1.790], [4.022, -1.834, 3.125], [3.123, -1.427, 4.123], [1.810, -1.103, 3.788], [-3.504, 0.401, 2.593], [-2.943, -0.747, 1.358], [-2.514, 1.011, 1.251], [-1.501, 1.665, 4.689], [0.226, 1.334, 4.524], [-0.613, 2.258, 3.277], [-2.053, -2.347, 3.844], [-0.821, -1.759, 4.990], [-2.437, -1.023, 4.968], [1.972, -1.755, 0.415], [4.309, -2.291, 1.024], [5.043, -2.096, 3.407], [3.425, -1.360, 5.171], [1.096, -0.799, 4.562]], "forces_ev_per_angstrom": [[-0.883, -1.501, 1.649], [-0.843, 0.007, -1.909], [-0.573, -1.607, 2.758], [1.181, 1.030, -1.635], [0.553, -0.047, 0.861], [0.662, 1.039, -0.962], [-0.077, -0.605, 0.063], [1.227, -0.478, -1.183], [-0.346, 0.039, 0.003], [-0.413, 0.312, 0.110], [-0.819, 0.250, -0.287], [1.440, -1.439, 0.512], [0.944, 0.037, 0.311], [-0.178, 0.088, -0.082], [0.119, 0.292, -0.108], [0.073, 0.062, 0.061], [-0.256, 0.488, 0.229], [-0.336, 0.032, 0.045], [0.125, 0.027, 0.150], [0.029, -0.234, 0.374], [-1.198, 2.189, 0.902], [0.600, -0.059, -0.082], [0.307, 0.219, 0.266], [0.399, -0.714, -0.230], [-0.096, -0.724, -0.285], [-0.497, 0.121, -0.207], [-0.725, 0.261, -1.276], [-0.224, -0.131, 0.570], [0.309, 0.074, -0.201], [0.502, 0.638, -0.262], [-0.132, 0.097, -0.110], [-0.175, 0.091, -0.090], [-0.093, -0.201, 0.083], [0.130, -0.218, 0.121], [-0.305, 0.255, 0.015], [-0.009, -0.143, -0.190], [-0.393, -0.335, 0.014], [-0.126, 0.369, -0.373], [0.179, 0.223, 0.559], [-0.233, -0.062, -0.057], [0.081, -0.206, -0.038], [-0.105, 0.035, -0.146], [0.039, -0.080, -0.078], [0.364, -0.760, -0.662], [-0.088, 0.293, 0.111], [-0.245, 0.233, 0.097], [-0.829, 0.281, -0.283], [0.453, 0.068, -0.049], [-0.013, 0.111, 0.376], [-0.078, 0.140, 0.587], [0.327, -0.060, 0.143], [-0.406, -0.081, -0.518], [0.191, 0.038, -0.273], [0.076, 0.021, -0.058], [0.287, 0.686, 0.496], [-0.083, -0.514, 0.328], [0.016, 0.118, 0.029], [-0.012, -0.026, 0.004], [-0.029, 0.008, 0.024], [0.120, 0.131, 0.084], [-0.163, -0.001, -0.135], [0.192, -0.206, -0.127], [0.109, 0.077, 0.481], [-0.280, 0.059, 0.283], [-0.248, 0.073, -0.145], [0.054, -0.096, -0.366], [0.423, -0.087, -0.294]]}

***

(2)
{"formula": "C18H26N5O4RuS2", "method": "the ωB97M-V functional and the def2-TZVPD basis", "s2": 6.04, "spin_multiplicity": 5, "total_charge": 3, "elements": ["Ru", "N", "N", "C", "N", "S", "H", "H", "H", "H", "H", "C", "C", "C", "C", "C", "C", "C", "S", "O", "O", "O", "H", "H", "H", "H", "H", "H", "H", "C", "C", "N", "C", "C", "C", "O", "C", "C", "C", "C", "N", "C", "H", "H", "H", "H", "H", "H", "H", "H", "H", "H", "H", "H", "H", "H"], "coordinates": [[1.024, 0.704, 2.191], [2.059, 1.301, 4.400], [2.164, 2.692, 4.535], [1.638, 3.540, 3.652], [1.821, 4.836, 3.757], [0.613, 2.989, 2.355], [1.633, 0.884, 5.235], [2.989, 0.884, 4.264], [2.709, 3.061, 5.318], [2.373, 5.270, 4.487], [1.370, 5.458, 3.097], [3.492, -2.728, -4.045], [3.396, -2.275, -2.648], [2.145, -2.028, -2.051], [2.061, -1.593, -0.746], [3.229, -1.426, -0.011], [4.478, -1.659, -0.564], [4.560, -2.066, -1.882], [3.083, -0.880, 1.683], [1.691, -1.264, 2.120], [4.145, -1.341, 2.492], [2.985, 0.639, 1.630], [2.520, -2.898, -4.500], [4.090, -3.643, -4.117], [4.054, -2.006, -4.648], [1.252, -2.192, -2.632], [1.105, -1.398, -0.270], [5.361, -1.529, 0.040], [5.526, -2.240, -2.331], [-1.326, -0.349, -2.898], [-2.476, -0.853, -2.022], [-3.420, 0.204, -1.704], [-4.397, 0.511, -2.736], [-4.958, 1.904, -2.695], [-3.627, 0.661, -0.454], [-4.428, 1.518, -0.147], [-2.825, 0.034, 0.674], [-3.347, -1.027, 1.413], [-2.634, -1.476, 2.516], [-1.443, -0.845, 2.850], [-0.954, 0.176, 2.145], [-1.638, 0.624, 1.084], [-0.763, -1.206, -3.255], [-0.654, 0.308, -2.350], [-1.705, 0.187, -3.766], [-2.079, -1.268, -1.094], [-3.013, -1.642, -2.555], [-5.215, -0.226, -2.679], [-3.912, 0.332, -3.707], [-5.483, 2.078, -1.736], [-5.693, 2.038, -3.489], [-4.185, 2.669, -2.747], [-4.292, -1.477, 1.146], [-2.991, -2.311, 3.098], [-0.873, -1.149, 3.723], [-1.232, 1.496, 0.575]], "forces_ev_per_angstrom": [[-0.669, 1.548, 1.613], [-0.029, -0.391, -0.352], [0.442, 0.270, 0.453], [-0.039, -0.232, -0.090], [-0.021, -0.111, 0.038], [-0.271, -0.715, -0.476], [0.089, 0.273, -0.187], [-0.219, 0.301, 0.208], [-0.156, -0.237, -0.224], [-0.038, -0.055, 0.012], [0.055, -0.020, 0.046], [-0.467, 0.001, 0.391], [-0.039, -0.398, -1.432], [-1.175, 0.417, 1.168], [-1.067, -0.325, -1.159], [0.270, 0.146, 0.444], [0.757, -0.201, -0.482], [1.160, 0.334, 1.323], [0.295, -0.033, 0.957], [0.378, -0.152, -0.608], [-0.009, -0.216, -0.534], [0.081, -0.282, -0.530], [0.023, 0.028, -0.016], [0.192, -0.117, 0.071], [0.183, 0.175, -0.029], [-0.123, 0.023, -0.026], [0.022, -0.153, -0.229], [0.237, -0.010, 0.016], [0.128, -0.031, -0.038], [-0.273, -0.223, 0.157], [0.217, 0.130, -0.212], [0.247, -0.181, 0.618], [-0.476, -0.300, -1.022], [-0.913, 0.694, 0.707], [-0.155, 0.056, -0.195], [0.407, -0.327, 1.048], [0.193, 0.382, -0.006], [0.427, 0.241, 0.125], [0.203, 0.243, -0.007], [-0.198, -0.720, 0.617], [0.354, 0.310, -0.315], [-0.604, 0.173, -0.559], [0.126, -0.109, -0.171], [0.029, 0.176, 0.094], [0.064, 0.022, -0.019], [-0.074, -0.147, -0.131], [0.025, -0.045, 0.131], [0.179, 0.126, 0.101], [-0.052, 0.063, 0.269], [0.168, -0.061, -1.009], [0.281, -0.010, -0.188], [0.049, -0.012, -0.250], [-0.065, -0.058, -0.093], [0.021, 0.031, 0.173], [-0.029, -0.127, -0.145], [-0.144, -0.163, -0.049]]}

***

Values of energy above the lowest of the compared OMol25 structures with the same formula, charge and spin, in order: 0.0; 22.9, all in kcal/mol.